{
  "formula": "C12H13ClN2O5",
  "method": "ωB97M-V with the def2-TZVPD basis set",
  "species": ["O", "C", "O", "H", "C", "H", "H", "C", "C", "O", "N", "N", "C", "O", "C", "O", "C", "C", "C", "C", "C", "C", "H", "H", "H", "Cl", "H", "H", "H", "H", "H", "H", "H"],
  "xyz": [[2.996535, -0.700650, 1.127428], [2.157422, -0.980499, 1.909919], [1.912300, -2.250609, 2.481233], [2.571956, -2.892093, 1.949771], [1.552574, -0.053628, 2.551631], [1.629114, 1.022557, 2.191257], [2.038077, 0.327909, 3.774278], [-0.013658, -0.524634, 2.864523], [-0.539869, -0.811433, 1.521152], [0.033970, -1.346250, 0.619307], [-1.910602, -0.291633, 1.439978], [-2.263954, -0.446246, 0.032466], [-2.693264, 0.771559, -0.806553], [-3.329627, 1.744700, 0.088631], [-2.793971, 0.668223, -2.208938], [-1.714474, 0.103773, -2.636096], [-0.404083, 0.357799, -2.447416], [-0.033791, 1.400510, -1.520172], [1.081476, 1.348372, -1.169820], [2.165744, 0.577566, -1.456849], [1.815192, -0.639899, -2.389107], [0.478759, -0.589047, -2.569430], [0.058985, -1.474459, -3.289123], [2.511799, -1.147145, -2.561344], [3.081901, 0.292345, -1.188170], [1.609116, 2.714250, -0.144841], [-0.675277, 2.124484, -1.330377], [-3.884502, 0.264117, -2.432128], [-2.696098, 1.912417, -2.442153], [-1.733683, -0.881120, -0.617838], [-2.335137, 0.440641, 1.832212], [-0.556273, 0.259624, 3.333619], [-0.116657, -1.301502, 3.492950]],
  "forces_ev_per_a": [[1.95, -1.13, -2.37], [4.85, -7.32, -1.56], [3.02, -1.21, -3.11], [-2.22, 1.98, 1.74], [-7.32, 10.05, 10.34], [-0.47, -1.79, -0.46], [-1.09, -2.04, -3.56], [3.08, 3.31, -2.08], [-3.00, 2.10, 1.52], [-0.29, -0.18, -0.46], [4.36, -6.09, -6.65], [-4.58, 6.26, -0.89], [-4.68, 2.13, 14.11], [4.02, -5.08, -6.04], [-2.81, 6.47, 0.01], [2.05, -4.93, -4.74], [-2.12, 4.03, 4.67], [-13.20, -3.55, -8.17], [17.10, 2.41, 6.80], [-3.70, -6.17, -5.51], [-8.95, 13.96, 7.36], [-0.11, -7.84, -6.72], [0.67, 1.72, 1.86], [9.64, -8.44, -3.08], [3.67, 1.05, 2.19], [0.06, 0.64, 0.75], [-2.75, 3.25, 1.22], [2.59, 0.48, -0.36], [-1.14, -2.88, 0.02], [3.12, -2.90, -0.87], [-1.66, 3.80, 1.88], [-0.42, 0.97, 0.14], [0.31, -3.06, 2.02]],
  "nbo_charge": [-0.559, 0.713, -0.712, 0.497, -0.484, 0.278, 0.264, -0.487, 0.701, -0.578, -0.457, -0.448, 0.597, -0.671, -0.179, -0.501, 0.306, -0.366, 0.118, -0.228, -0.086, -0.255, 0.207, 0.167, 0.246, -0.091, 0.244, 0.276, 0.205, 0.394, 0.421, 0.221, 0.246],
  "lumo_ev": -0.04,
  "e_tot_ha": -1410.50878,
  "gap_ha": 0.3230,
  "e_above_lowest_ev": 9.870
}

{
  "formula": "C12H18F2O8V2",
  "method": "ωB97M-V with the def2-TZVPD basis set",
  "species": ["O", "V", "O", "V", "F", "F", "O", "C", "O", "C", "C", "C", "H", "H", "H", "H", "H", "H", "O", "C", "O", "C", "C", "C", "H", "H", "H", "H", "H", "H", "O", "C", "O", "C", "C", "C", "H", "H", "H", "H", "H", "H"],
  "xyz": [[15.729340, 7.657454, 3.369241], [15.313363, 7.085717, 4.759420], [18.703453, 9.429423, 5.952393], [17.711236, 8.665208, 6.962924], [17.355840, 6.885444, 5.609787], [15.724949, 9.096980, 5.964267], [12.170107, 10.730448, 7.871197], [12.673117, 10.278828, 8.898568], [11.969930, 10.175059, 10.018867], [12.729330, 9.607657, 11.080997], [13.867535, 8.969413, 10.389153], [14.056159, 9.744100, 9.104766], [12.171565, 9.030947, 11.818837], [13.170607, 10.445521, 11.620766], [13.865566, 7.894859, 10.206314], [14.690830, 9.231960, 11.053493], [14.424487, 9.035394, 8.363028], [14.733486, 10.581546, 9.272122], [15.034313, 13.757619, 2.953747], [14.734902, 13.042656, 3.949453], [14.747777, 13.501595, 5.213380], [14.430353, 12.432160, 6.090955], [13.546064, 11.500279, 5.275911], [14.217361, 11.609332, 3.941227], [13.950089, 12.793382, 7.000327], [15.395149, 12.055936, 6.431140], [12.528190, 11.884550, 5.209812], [13.490590, 10.473393, 5.637205], [13.582041, 11.506668, 3.061497], [15.123448, 11.013083, 3.833527], [14.353253, 6.595884, 6.794610], [13.640136, 5.878246, 7.501162], [12.710028, 6.382977, 8.337311], [12.159636, 5.374245, 9.240485], [12.676346, 4.091158, 8.712414], [13.677399, 4.376253, 7.615405], [11.088363, 5.403515, 9.041468], [12.429338, 5.662709, 10.256432], [11.765018, 3.607300, 8.361045], [13.048399, 3.406558, 9.474647], [13.360146, 3.833026, 6.725256], [14.602472, 3.949141, 8.002607]],
  "forces_ev_per_a": [[-1.38, -1.43, 2.15], [4.66, 3.86, 1.49], [-1.43, -1.19, 2.55], [0.67, 1.17, -4.37], [-2.82, 0.17, -0.18], [0.09, -2.46, -0.34], [1.16, -0.82, 2.02], [-1.45, 0.86, -3.13], [-1.45, -0.04, 0.50], [0.09, 1.07, 0.26], [2.32, -0.57, 1.00], [0.07, -0.56, 0.53], [-0.41, -0.10, -0.61], [-0.33, 0.20, 0.31], [-0.41, 0.04, 0.20], [0.51, -0.86, -0.07], [-0.19, 0.72, -0.60], [0.08, 0.04, -0.34], [-0.92, -2.68, 3.83], [0.45, 2.68, -3.74], [0.09, 0.53, -0.50], [-0.22, -0.15, 1.17], [0.23, -0.65, 0.11], [0.43, 0.93, -1.04], [-0.22, 0.37, -0.29], [0.01, -0.76, -0.18], [0.05, 0.11, 0.20], [0.10, 0.22, 0.25], [0.11, -0.21, 0.07], [-0.08, -0.43, 0.05], [-0.43, -0.08, -0.95], [-0.87, -0.06, 1.05], [1.92, 0.26, -1.34], [-0.44, 1.20, -0.39], [-1.15, -1.99, 0.48], [-0.36, -0.62, 0.81], [0.05, 0.43, 0.67], [-0.09, -0.04, -0.13], [0.39, -0.44, -0.48], [0.22, 0.27, 0.04], [0.42, 0.41, -0.33], [0.54, 0.57, -0.74]],
  "nbo_charge": [-0.316, 1.859, -0.608, 1.498, -0.741, -0.771, -0.571, 0.782, -0.463, -0.075, -0.433, -0.536, 0.215, 0.182, 0.197, 0.221, 0.238, 0.243, -0.575, 0.784, -0.474, -0.072, -0.427, -0.536, 0.204, 0.170, 0.227, 0.222, 0.244, 0.231, -0.740, 0.874, -0.440, -0.061, -0.448, -0.554, 0.219, 0.214, 0.234, 0.245, 0.268, 0.273],
  "lumo_ev": [-6.85, -6.29],
  "s2": 3.85,
  "e_tot_ha": -3157.41847,
  "spin_multiplicity": 4,
  "total_charge": 1,
  "gap_ha": [0.1671, 0.1877]
}